No. 1
Computed, not measured: an isolated ion of composition C5H8N3 and charge +1 in a non-equilibrium geometry, with ωB97M-V with the def2-TZVPD basis set.

Properties
E_tot (eV): -9771.010
SMILES: C[C@@]12N=[N+]1C[C@@H]1CN12
Net charge: +1

Last column: Löwdin charge in e.
CARTESIAN COORDINATES (ANGSTROEM)
H (-1.15786, 1.94254, 1.54647)  0.157
H (-0.21391, 2.27821, 0.09944)  0.153
H (1.72046, -0.25222, -1.88842)  0.126
H (-2.43482, -1.36427, -0.41187)  0.113
C (2.13954, -0.58842, -0.82465)  0.074
C (-1.28197, 0.50620, -0.26655)  -0.060
N (-0.40623, -0.76242, -0.46778)  0.043
N (0.51960, -0.50335, 1.64157)  0.390
H (-2.05107, -1.11601, 1.17875)  0.129
N (0.56180, 0.59415, 1.07111)  0.061
H (3.03022, -0.07562, -0.43508)  0.071
H (2.56154, -1.48722, -1.19454)  0.042
C (-0.55012, 1.44653, 0.76442)  -0.003
C (0.75000, -0.53172, 0.23016)  -0.376
C (-1.70635, -0.88065, 0.18295)  -0.042
H (-1.48083, 0.79428, -1.22599)  0.122

***

No. 2
Computed, not measured: one molecule with the formula C8H10N2O2S in a non-equilibrium geometry, with ωB97M-V with the def2-TZVPD basis set.

Properties
E_tot (eV): -26363.685
Net charge: 0

Last column: Löwdin charge in e.
CARTESIAN COORDINATES (ANGSTROEM)
H (1.77209, -1.62625, -2.09864)  0.138
C (1.76817, 0.02577, -0.70435)  -0.308
C (0.17870, 1.61267, -1.06788)  -0.372
H (-3.05440, 1.35357, -1.35049)  0.001
C (1.59501, 0.36674, 0.75328)  0.018
H (1.22391, -0.35134, 2.73114)  0.144
C (1.25144, -0.53586, 1.63721)  -0.103
H (-4.19236, 0.44622, -0.28681)  0.124
H (2.79632, 0.19309, -0.89657)  0.150
H (-3.43645, 2.16477, 0.19234)  0.056
H (1.10760, -2.71075, 2.05401)  0.170
S (-1.72800, 0.54915, 0.39815)  0.449
H (-0.23513, 2.38636, -1.80150)  0.140
N (1.15372, 1.04288, -1.61800)  0.102
O (-1.51098, -0.74615, -0.15829)  -0.329
H (1.85430, 1.42890, 0.91584)  0.152
O (-1.99130, 0.57519, 1.80472)  -0.338
C (-3.27058, 1.22349, -0.35132)  -0.136
H (1.22569, -3.30726, -0.32122)  0.098
C (1.12398, -1.84096, 1.25080)  0.024
C (1.30107, -2.28681, -0.09840)  -0.057
N (-0.50416, 1.42867, 0.06245)  -0.142
C (1.57135, -1.39211, -1.04645)  0.023

***

No. 3
Computed, not measured: one molecule with the formula C5H14OSi in a non-equilibrium geometry, with ωB97M-V with the def2-TZVPD basis set.

Properties
E_tot (eV): -15337.263
SMILES: C[Si](C)(C)CCO
Net charge: 0

Last column: Löwdin charge in e.
CARTESIAN COORDINATES (ANGSTROEM)
H (-1.49803, 2.00427, 0.00755)  0.057
H (1.90828, -0.64442, 0.20912)  0.103
H (-0.46211, -1.78652, 1.48231)  0.022
O (1.34462, 0.73817, 2.32514)  -0.071
H (0.72794, 2.05810, 0.94580)  0.087
H (2.37946, 1.89622, 0.80512)  0.109
H (-1.62690, 0.02041, -2.63110)  0.031
H (1.69368, 0.55397, -1.02508)  0.066
C (-1.67776, 0.95058, 0.34184)  -0.159
Si (-0.43626, -0.29119, -0.36981)  0.498
H (0.32814, -2.56912, 0.16274)  0.026
H (-2.61133, 0.67101, 0.00913)  -0.010
H (-1.70137, 0.97672, 1.39514)  0.017
H (-0.00640, 0.08764, -2.99033)  0.038
H (2.06536, 0.08442, 2.41895)  0.095
C (-0.67861, -0.43240, -2.24732)  -0.189
H (-0.60008, -1.49880, -2.52287)  0.023
H (-1.44480, -2.47077, 0.29094)  0.045
C (-0.48743, -1.93510, 0.42966)  -0.185
C (1.49049, 1.30380, 1.02320)  -0.342
C (1.29313, 0.28299, -0.06014)  -0.262

***

No. 4
Computed, not measured: a 2-piece molecular cluster, C4H9OS overall in a non-equilibrium geometry, with ωB97M-V with the def2-TZVPD basis set.

Properties
E_tot (eV): -17176.117
Net charge: -1

Last column: Löwdin charge in e.
CARTESIAN COORDINATES (ANGSTROEM)
H (1.81012, 0.79547, 2.74987)  0.013
H (0.99040, 1.24858, 4.27830)  0.060
H (1.36708, -1.50997, -2.87970)  0.037
C (-0.30614, 0.24035, 2.78372)  -0.821
H (-1.03794, 0.05026, -1.73964)  0.039
S (-0.26622, -0.10095, 0.97837)  0.191
H (0.70711, 2.07536, 2.70221)  0.041
H (-1.26787, 0.82359, 2.93704)  0.031
C (0.89553, 1.10257, 3.15949)  -0.280
H (-0.28400, -0.70919, 3.37496)  0.029
H (-1.45902, -0.10360, -4.05901)  0.076
O (-0.52613, -0.00887, -3.81058)  -0.094
C (-0.28479, -0.27531, -2.43610)  -0.264
C (0.80430, -1.02449, -2.09155)  -0.030
H (0.98937, -1.24312, -1.02661)  -0.027

***

No. 5
Computed, not measured: a 10-piece molecular cluster, C51H48F6N9O3 overall in a non-equilibrium geometry, with ωB97M-V with the def2-TZVPD basis set.

Properties
E_tot (eV): -89514.202
Net charge: -1

Last column: Löwdin charge in e.
CARTESIAN COORDINATES (ANGSTROEM)
C (0.40964, 7.54394, 9.13317)  -0.074
H (-4.78069, 4.19410, -0.28534)  0.094
N (2.96750, -1.76529, -4.10695)  0.060
H (-9.65326, -1.20740, 2.15389)  0.097
H (1.26523, 7.64960, 11.10746)  0.104
H (-7.76769, 6.18454, 7.20235)  0.097
C (9.53428, -1.16092, -8.71497)  -0.081
C (-4.43900, 6.69548, 6.90934)  -0.077
N (8.11545, -2.04772, -6.97490)  0.059
C (8.29360, -1.48391, -8.18933)  -0.146
H (9.61833, -0.71107, -9.69774)  0.100
H (-5.48169, -1.33349, 1.19441)  -0.004
C (3.71912, -2.07542, -5.18553)  -0.172
H (-3.45064, 6.86691, 4.99559)  0.099
F (-1.74660, -4.18631, 4.52555)  -0.008
C (0.06324, 0.66224, -8.27008)  -0.082
C (10.03108, -6.10537, -1.36347)  -0.081
H (-0.78615, 7.39041, 7.34502)  0.106
H (-0.67431, 2.66458, -8.60858)  0.097
C (10.51259, -2.00722, -6.69237)  -0.073
H (5.40419, -0.32909, -2.24703)  0.101
H (-7.62994, -5.63288, 2.69587)  0.099
H (-7.15553, 4.30363, 3.30423)  0.087
C (-4.38832, 6.71977, 5.51939)  -0.070
H (2.50728, -0.02700, -6.03852)  0.075
O (2.06983, -2.56805, 2.31895)  0.019
C (-1.99240, 7.16481, 10.36878)  -0.138
H (7.38186, -1.29113, -8.74779)  0.103
N (9.37700, -3.70651, -2.64454)  0.051
C (-6.79037, 6.34064, 6.75501)  -0.157
F (-0.30366, -3.43458, 1.11682)  0.044
F (-1.81393, -1.87858, 3.91934)  0.029
H (1.34732, 7.69108, 8.60937)  0.102
C (9.23051, -2.29762, -6.25409)  -0.138
C (-0.40862, -2.12521, -3.00620)  -0.070
N (-6.77278, 6.36135, 5.40422)  0.050
C (-2.75999, -2.48005, -3.16053)  -0.140
C (-5.84945, 2.61879, 3.01618)  -0.134
N (-2.74240, -2.45934, -4.51132)  0.036
H (5.62798, -2.07245, -6.17736)  0.076
C (1.78877, 0.53154, -6.63189)  -0.142
F (-2.96713, -4.81817, 1.67910)  -0.012
H (3.18646, -2.56842, -5.99394)  0.102
N (-1.97481, 7.18552, 9.01799)  0.045
C (0.35896, 7.51966, 10.52311)  -0.080
C (-0.77312, 7.37560, 8.43127)  -0.138
H (-10.97476, -2.99027, 3.30062)  0.091
C (-9.97551, -3.19270, 2.93213)  -0.098
F (-4.17542, -3.60753, 3.44308)  -0.039
C (-1.54070, -2.26926, -5.09805)  -0.181
C (-5.57108, 6.55143, 4.81749)  -0.156
H (-9.93936, -5.24923, 3.57243)  0.095
H (-1.55373, -2.25445, -6.18429)  0.084
C (10.66361, -1.42861, -7.94811)  -0.084
C (10.52731, -4.89650, -0.88716)  -0.080
H (-1.70499, -2.34017, -1.29122)  0.054
C (0.96554, -0.10859, -7.54428)  -0.079
H (11.65301, -1.18799, -8.32605)  0.103
H (0.57974, -1.95378, -4.91995)  0.058
H (10.28514, -7.03695, -0.86621)  0.104
O (1.11325, -2.06454, 4.49557)  0.011
C (-0.86421, 7.32759, 11.15671)  -0.077
C (8.91195, -4.89581, -3.08472)  -0.152
H (-6.11400, 2.12602, 3.94758)  0.104
O (-2.94210, -2.24821, 0.13616)  -0.114
C (-7.45495, -3.61239, 1.97857)  -0.136
C (-0.35795, -2.10092, -4.39614)  -0.097
C (1.00774, -2.68180, 3.16429)  -0.147
H (6.75575, -0.92640, -4.26331)  0.098
N (-7.99286, -2.38393, 1.81735)  0.075
H (11.37248, -2.22728, -6.06995)  0.102
C (10.17402, -3.73431, -1.55398)  -0.151
C (-3.03195, -3.54633, 2.45731)  -0.149
H (-2.96973, 7.00871, 10.81612)  0.104
H (0.88946, 3.65393, -6.93056)  0.097
H (2.97513, -0.91161, -2.22930)  0.104
C (-5.10195, 3.76597, 0.65739)  -0.087
H (-5.58411, 6.56624, 3.73125)  0.093
N (-4.93696, 1.96926, 2.26124)  0.068
C (-4.50708, -1.17621, 1.84867)  -0.145
C (-9.24264, -2.20261, 2.29749)  -0.155
C (4.94844, -0.82720, -3.09523)  -0.071
H (10.53319, -2.76559, -1.21896)  0.100
H (0.93763, -1.07957, 4.40470)  0.141
C (-6.42556, 3.82743, 2.65953)  -0.099
C (-5.66218, 6.50341, 7.54294)  -0.079
H (-5.73536, 6.48052, 8.62432)  0.096
N (1.76938, 1.86331, -6.40727)  0.059
H (-4.05196, -0.10074, 1.67534)  -0.047
C (0.01816, 2.03639, -8.05984)  -0.085
F (0.04849, -4.99812, 2.89498)  0.001
C (-4.58470, 2.55807, 1.09739)  -0.144
H (1.02565, -1.18179, -7.68529)  0.099
C (-0.26796, -3.55160, 2.59347)  -0.101
H (8.27548, -4.84666, -3.96380)  0.100
H (-3.53274, 6.82542, 7.49369)  0.059
C (5.69621, -1.16111, -4.21943)  -0.076
H (-6.44894, -3.73173, 1.58612)  0.097
C (9.20619, -6.10906, -2.48358)  -0.074
H (8.80288, -7.03435, -2.87912)  0.102
H (0.49764, -1.99527, -2.42185)  0.090
C (-1.63180, -2.31727, -2.37260)  -0.064
H (-6.46982, 5.35754, 1.14367)  0.097
C (0.88419, 2.58594, -7.12810)  -0.157
H (-3.73732, -2.63615, -2.71319)  0.104
C (-6.04113, 4.40977, 1.45611)  -0.105
H (-3.85133, 2.01539, 0.50806)  0.100
H (-0.59935, 0.19572, -8.99326)  0.103
C (3.60056, -1.14857, -3.08507)  -0.133
C (5.07297, -1.79857, -5.28730)  -0.077
H (-0.93740, 7.30469, 12.23809)  0.101
C (-3.42463, -2.34605, 1.38676)  -0.264
H (9.06076, -2.75262, -5.28259)  0.081
C (-8.10993, -4.66601, 2.59566)  -0.077
C (-9.39505, -4.44779, 3.08143)  -0.100
H (11.17330, -4.85994, -0.01732)  0.100
C (-1.68981, -3.23960, 3.34939)  -0.109

***

No. 6
Computed, not measured: C9H3Cl3F6N6O5RhS2Se as an isolated structure in a non-equilibrium geometry, with ωB97M-V with the def2-TZVPD basis set.

Properties
E_tot (eV): -172417.700
Net charge: +3

Last column: Löwdin charge in e.
CARTESIAN COORDINATES (ANGSTROEM)
F (5.36203, 0.11902, 1.95209)  0.251
F (4.93780, 0.18538, -0.17698)  0.213
F (-0.71490, 2.48824, 3.54574)  0.192
F (1.38110, 3.03290, 3.79086)  0.244
C (-1.70549, 2.60550, 0.02796)  -0.240
H (-2.91333, -5.16423, 0.44562)  0.157
O (0.72398, 0.02786, 4.37969)  -0.114
S (2.86498, -0.07200, 1.32978)  0.758
F (4.52335, 1.91206, 1.06817)  0.225
H (-4.42604, -3.48344, -0.62732)  0.139
O (2.88620, -1.50747, 1.38205)  -0.373
H (-3.62514, -1.19908, -1.18126)  0.144
N (2.43302, 0.64120, 2.61246)  -0.252
S (0.96218, 0.58884, 3.10858)  0.786
C (4.60358, 0.60940, 1.01963)  -0.682
N (0.33652, -2.04093, 0.28174)  -0.279
Cl (-2.37748, 4.56430, 1.61007)  0.753
C (-2.93072, -1.89413, -0.72218)  -0.002
O (0.07399, -0.10214, 2.00115)  -0.428
Se (1.19117, -3.47060, 1.14998)  1.432
N (0.37589, 0.03377, -1.82390)  0.152
C (-1.24027, -3.74597, 0.44378)  -0.307
Cl (-4.10263, 3.49098, -0.44904)  0.737
N (-0.25605, -4.44461, 1.01302)  -0.134
C (0.50766, 2.37108, 3.08953)  -0.703
C (-2.58118, -4.16857, 0.18156)  0.093
C (-3.39570, -3.24422, -0.40069)  0.039
F (0.55695, 2.75401, 1.81324)  0.122
Rh (0.05328, -0.01159, 0.05399)  1.250
N (-1.12065, 1.62040, 0.00131)  0.088
Cl (-1.67734, 4.89648, -1.17510)  0.741
O (1.02292, -0.00881, -2.68727)  0.467
N (-1.71128, -1.45805, -0.50054)  0.065
O (2.04212, 0.43194, 0.11776)  -0.415
C (-2.47741, 3.90582, 0.00917)  -1.673
C (-0.88234, -2.41070, 0.05382)  -0.445

***

What is the formula in the second record?
C8H10N2O2S

***

Number 6 is which compound?
C9H3Cl3F6N6O5RhS2Se

***

What did the second record say?
Computed, not measured: one molecule with the formula C8H10N2O2S in a non-equilibrium geometry, with ωB97M-V with the def2-TZVPD basis set.

Properties
E_tot (eV): -26363.685
Net charge: 0

Last column: Löwdin charge in e.
CARTESIAN COORDINATES (ANGSTROEM)
H (1.77209, -1.62625, -2.09864)  0.138
C (1.76817, 0.02577, -0.70435)  -0.308
C (0.17870, 1.61267, -1.06788)  -0.372
H (-3.05440, 1.35357, -1.35049)  0.001
C (1.59501, 0.36674, 0.75328)  0.018
H (1.22391, -0.35134, 2.73114)  0.144
C (1.25144, -0.53586, 1.63721)  -0.103
H (-4.19236, 0.44622, -0.28681)  0.124
H (2.79632, 0.19309, -0.89657)  0.150
H (-3.43645, 2.16477, 0.19234)  0.056
H (1.10760, -2.71075, 2.05401)  0.170
S (-1.72800, 0.54915, 0.39815)  0.449
H (-0.23513, 2.38636, -1.80150)  0.140
N (1.15372, 1.04288, -1.61800)  0.102
O (-1.51098, -0.74615, -0.15829)  -0.329
H (1.85430, 1.42890, 0.91584)  0.152
O (-1.99130, 0.57519, 1.80472)  -0.338
C (-3.27058, 1.22349, -0.35132)  -0.136
H (1.22569, -3.30726, -0.32122)  0.098
C (1.12398, -1.84096, 1.25080)  0.024
C (1.30107, -2.28681, -0.09840)  -0.057
N (-0.50416, 1.42867, 0.06245)  -0.142
C (1.57135, -1.39211, -1.04645)  0.023